1.
DFT (the ωB97M-V functional and the def2-TZVPD basis) results for 4 unconnected molecules or ions with the total composition C39H71F13N7O6S at a distorted geometry.

```
137
Properties=species:S:1:pos:R:3:forces:R:3
N 2.35892 -3.89586 1.64734 0.281 -0.132 0.146
C 2.71244 -4.74698 0.49625 -0.950 -0.258 1.029
C 2.13018 -4.32356 -0.85158 1.814 -0.298 -1.984
C 0.82407 -5.01558 -1.32064 0.337 -0.370 1.468
C -0.27519 -5.11782 -0.23630 -0.705 -0.342 -0.591
C -1.49846 -4.25030 -0.60206 1.462 -1.624 0.963
F -2.18771 -4.96705 -1.51664 -0.478 0.526 -0.818
F -1.03925 -3.10048 -1.11078 -0.633 0.811 -0.240
C -2.44206 -4.05318 0.59887 0.569 -0.446 -0.433
F -1.72999 -3.55700 1.60815 0.190 1.247 0.421
F -2.75202 -5.29166 1.00722 -0.495 -0.747 0.001
C -3.80019 -3.30957 0.38290 0.435 -0.702 0.224
F -4.70534 -4.24178 0.09620 -0.324 -0.729 -0.914
F -4.18955 -2.83618 1.55797 0.108 1.069 0.700
C -3.94266 -2.24647 -0.73799 -1.023 0.981 0.381
F -3.53458 -2.60903 -1.91839 1.234 -0.894 -0.782
F -5.24772 -2.07918 -0.88977 -1.148 0.267 0.602
S -3.26796 -0.52107 -0.37517 -0.181 2.381 -1.485
F -2.27977 -1.04244 0.73420 -0.041 -0.517 0.127
F -4.41250 -0.19956 0.66168 0.116 -0.752 0.491
F -4.24659 0.06893 -1.52602 0.394 -0.217 0.488
F -2.16727 -0.63387 -1.50632 0.392 -0.671 0.321
F -2.70325 0.93330 -0.09945 -0.248 0.139 -0.044
O 3.10495 -4.94016 -1.77515 -0.056 -1.016 -0.267
C 3.30552 -4.17910 -2.87236 -0.899 2.365 4.047
O 3.54591 -4.51729 -3.94000 1.212 -1.549 -3.584
O 3.16790 -2.86828 -2.48680 0.152 -0.379 0.255
C 2.25123 -2.86011 -1.39340 -2.484 0.832 0.172
C 2.27499 -1.62021 -0.48259 0.890 0.492 -0.256
C 3.67566 -0.96516 -0.33798 0.215 0.523 -0.173
N 3.70271 -0.02034 0.79629 -0.179 -0.708 -0.054
N 4.75502 -1.96025 -0.22280 -0.085 -0.423 0.168
N 3.87158 -0.13989 -1.54002 0.157 -0.073 0.208
H 1.38838 -3.99070 1.93297 0.035 0.020 -0.229
H 2.88530 -4.26590 2.43474 0.002 0.292 0.001
H 2.40033 -5.78594 0.70881 0.073 0.079 -0.456
H 3.80204 -4.78682 0.44420 -0.131 0.204 -0.284
H 0.48068 -4.59794 -2.26780 -0.061 0.138 0.202
H 1.13085 -6.03992 -1.54832 0.007 0.117 0.063
H 0.06273 -4.95353 0.78572 0.095 0.234 -0.207
H -0.65193 -6.14345 -0.26454 -0.018 0.137 0.220
H 1.29478 -2.72668 -1.92020 0.026 -0.057 0.301
H 1.69315 -0.85879 -1.00346 0.081 -0.013 0.101
H 1.78326 -1.76176 0.48043 0.259 -0.487 -0.078
H 3.67618 -0.60307 1.63392 -0.189 0.271 0.052
H 4.63916 0.38416 0.79341 -0.172 0.148 0.049
H 5.43080 -1.64433 0.46603 0.037 0.088 -0.201
H 4.42426 -2.84991 0.13843 -0.145 0.162 -0.063
H 4.25476 0.76302 -1.28649 0.059 -0.081 -0.180
H 4.47123 -0.61605 -2.20291 -0.002 0.071 0.102
C -0.48932 6.66480 -2.69380 -0.264 -0.029 0.289
C 0.62162 5.70578 -3.21020 -1.235 1.689 -0.196
C 0.10775 4.80732 -4.35221 0.078 -0.669 -0.035
C -0.66836 3.56449 -3.92300 -0.074 0.043 0.067
C 0.07768 2.81201 -2.82497 0.105 0.159 -0.582
C 0.40720 3.71754 -1.63742 -1.429 -0.574 1.419
N 1.17013 4.93085 -2.05789 0.978 -1.453 -1.856
O 2.38237 4.57053 -2.33932 0.382 0.383 0.616
C -0.91322 4.09311 -0.93613 -0.259 0.316 -0.109
C 1.17705 2.91661 -0.58434 0.638 0.135 -0.138
C 1.66056 6.64314 -3.83522 0.653 -0.328 0.167
H -0.81772 6.44702 -1.68129 0.008 -0.155 -0.054
H -0.13220 7.69457 -2.64370 0.086 -0.051 -0.166
H -1.37118 6.65132 -3.33727 0.026 -0.016 0.000
H 0.96240 4.46530 -4.94551 0.112 0.066 0.151
H -0.50906 5.39860 -5.03220 0.085 0.172 0.105
H -1.67620 3.83682 -3.59616 0.027 -0.007 0.059
H -0.80129 2.90610 -4.78481 -0.017 0.057 -0.014
H -0.52345 1.96300 -2.49044 0.030 0.068 0.204
H 0.99748 2.38849 -3.24152 0.087 0.117 0.100
H -0.73497 4.75801 -0.08822 0.053 0.014 -0.042
H -1.40556 3.19939 -0.54979 0.190 -0.095 -0.043
H -1.63898 4.56807 -1.59394 0.047 0.049 0.009
H 2.08417 2.46351 -0.98249 -0.009 0.106 -0.030
H 0.55692 2.10442 -0.20242 -0.130 0.084 -0.101
H 1.45280 3.54928 0.26217 0.013 0.014 -0.043
H 2.13544 7.27080 -3.07889 -0.032 -0.044 0.020
H 1.17322 7.29850 -4.55895 -0.196 -0.071 0.096
H 2.44228 6.10263 -4.36840 0.011 -0.048 0.135
C 7.93470 -4.21096 4.37026 -0.106 -0.371 -0.090
C 7.16035 -3.11079 5.15156 1.777 -0.768 -0.905
C 7.55418 -3.09060 6.64140 -0.452 0.005 0.523
C 6.85226 -4.11629 7.52910 0.034 -0.063 -0.073
C 5.34652 -4.10694 7.28259 0.391 0.388 0.203
C 5.01111 -4.30697 5.80427 -0.507 -2.000 -0.085
N 5.69502 -3.30146 4.93706 -0.192 1.594 1.959
O 5.09908 -2.16124 5.09307 -0.339 0.052 -0.767
C 5.39608 -5.74877 5.41309 0.324 -0.075 -0.084
C 3.49559 -4.25823 5.60934 -0.201 0.611 -0.090
C 7.67583 -1.79770 4.55258 -0.624 0.445 0.014
H 7.30376 -5.02179 4.01654 -0.061 0.012 0.145
H 8.38699 -3.80882 3.46274 0.039 0.147 0.119
H 8.73306 -4.65145 4.97019 -0.018 0.026 0.002
H 7.33111 -2.10098 7.05349 -0.100 0.029 -0.165
H 8.63484 -3.21480 6.73441 0.002 0.045 -0.214
H 7.26949 -5.11374 7.36494 -0.067 -0.006 -0.037
H 7.04687 -3.87957 8.57757 0.047 -0.001 -0.032
H 4.87269 -4.88808 7.88111 -0.094 -0.065 -0.175
H 4.93189 -3.15782 7.63739 -0.011 0.046 -0.171
H 5.19487 -5.93668 4.35604 0.020 0.044 0.007
H 4.80840 -6.46340 5.99119 -0.107 0.149 0.029
H 6.43772 -5.99271 5.61001 -0.002 0.047 -0.063
H 3.05235 -3.33297 5.97532 0.131 0.074 -0.115
H 3.01266 -5.07214 6.15090 0.222 -0.091 0.019
H 3.23654 -4.36650 4.55437 0.031 0.046 0.012
H 7.37453 -1.69173 3.50864 -0.017 -0.045 0.027
H 8.76595 -1.78122 4.59115 -0.019 -0.223 0.039
H 7.32310 -0.92332 5.09884 -0.119 -0.061 -0.046
C -9.29692 5.33066 -2.80386 -0.032 0.135 0.373
C -8.17002 4.53131 -3.51884 -1.960 0.766 0.088
C -8.43624 3.01305 -3.47445 0.448 -0.463 0.202
C -8.02520 2.30316 -2.18583 -0.054 0.062 0.010
C -6.61071 2.70223 -1.77668 -0.327 -0.394 -0.460
C -6.45730 4.21539 -1.66635 -0.155 0.360 2.099
N -6.85291 4.91090 -2.92694 0.823 -2.101 -1.222
O -5.92622 4.70783 -3.80951 0.282 0.763 -0.046
C -7.29500 4.70260 -0.46583 -0.364 0.058 -0.028
C -5.01957 4.54292 -1.27336 0.460 0.194 -0.558
C -8.29550 4.94712 -4.98851 0.718 0.015 -0.237
H -8.97190 5.82220 -1.89120 0.076 -0.137 0.020
H -9.66374 6.14503 -3.43014 0.019 -0.136 -0.138
H -10.14956 4.69697 -2.55236 0.026 -0.005 -0.019
H -7.89141 2.53383 -4.29458 0.095 0.172 -0.015
H -9.49383 2.82225 -3.66836 -0.003 0.211 -0.071
H -8.73938 2.51783 -1.38583 0.060 0.050 0.022
H -8.06477 1.22204 -2.33952 -0.047 0.026 -0.022
H -6.36451 2.22956 -0.82310 0.086 0.197 0.069
H -5.89875 2.30235 -2.50609 0.011 0.162 -0.061
H -7.22938 5.78683 -0.35533 0.008 -0.014 -0.052
H -6.92227 4.25526 0.45687 0.150 -0.033 -0.107
H -8.34638 4.42870 -0.52520 0.014 0.049 -0.049
H -4.29374 4.12902 -1.97341 -0.084 0.078 -0.099
H -4.78801 4.12292 -0.29370 -0.213 -0.048 0.004
H -4.86232 5.62232 -1.21361 -0.020 -0.019 -0.064
H -8.04784 6.00122 -5.12574 0.013 -0.024 0.052
H -9.32251 4.79612 -5.32484 -0.049 -0.020 0.222
H -7.65419 4.35886 -5.64434 0.092 0.064 0.089
```
Forces are in eV/Å.

The calculation puts the total energy at -4059.5118 Eh. The value obtained for the HOMO energy (alpha / beta) is -8.21 / -8.81 eV. The largest force on an atom comes out at 4.773 eV/A. The lowest unoccupied orbital energy (alpha / beta) comes out at 0.18 / -0.17 eV. As for the spin multiplicity: 4. The HOMO-LUMO gap (alpha / beta) is 8.3874 / 8.6385 eV. As for the net charge: 0.

2.
DFT (the ωB97M-V functional and the def2-TZVPD basis) results for a molecular structure, C5H21AlN10O6 at a distorted geometry.

```
43
Properties=species:S:1:pos:R:3:forces:R:3
Al 0.05754 0.23475 1.28487 1.714 -1.345 -5.112
O 1.34188 0.37139 -0.38360 5.675 -13.858 9.434
H 1.63172 -0.30704 -1.02412 2.683 -0.626 2.360
C -1.04978 -0.76866 -1.25337 2.613 2.294 -0.612
O -0.83352 -0.95387 -0.06255 -1.825 -2.181 -0.180
N -0.07884 -0.26477 -1.96864 0.520 -0.371 -3.930
N -2.14194 -0.81859 -1.89895 -6.023 -1.362 -1.615
H 0.70786 -0.04349 -1.37514 -3.378 0.114 -1.946
H -0.13453 0.24677 -2.83773 -0.690 -0.466 0.048
H -2.21151 -0.60813 -2.88432 0.336 -0.136 0.206
H -3.00795 -1.16015 -1.50721 0.313 -0.098 0.096
C 2.83362 -0.62445 2.15316 3.084 -0.927 -0.004
O 1.92461 0.02408 1.76446 -5.024 5.581 0.347
N 3.56270 -1.35635 1.32445 0.776 -1.634 -0.861
N 3.30330 -0.48148 3.34507 0.907 -0.412 3.005
H 3.24227 -1.56268 0.38911 0.237 0.144 0.507
H 4.20536 -2.00128 1.76166 0.125 -0.029 -0.580
H 2.76891 0.07847 3.99391 0.435 -0.221 0.149
H 4.06508 -1.08004 3.63057 -0.133 0.453 0.573
C -0.09183 2.54668 -0.59641 5.017 -1.291 -3.166
O -0.53946 1.92108 0.36708 7.998 6.583 1.261
N -0.63388 3.54556 -1.22139 -2.068 2.709 -0.461
N 0.96972 2.04924 -1.17914 -1.086 11.492 -5.629
H -0.10986 3.88777 -2.01410 -0.675 0.475 0.270
H -1.49033 3.91984 -0.83866 0.754 1.005 -1.637
H 1.23234 1.10550 -0.93321 0.896 4.046 -2.675
H 1.32275 2.43285 -2.04419 -0.371 0.824 0.025
C -2.67600 1.39644 0.49245 1.511 0.012 0.577
O -1.66711 0.71797 0.79762 -10.018 -6.091 5.770
N -3.86041 0.91418 0.28287 -2.444 -2.266 -0.215
N -2.64722 2.67965 0.19313 -0.438 1.857 0.473
H -3.97911 -0.08461 0.19111 -0.291 0.308 0.364
H -4.55805 1.55085 -0.07497 -0.236 -0.689 0.023
H -3.53696 3.09677 -0.04024 0.484 0.490 0.102
H -1.78889 3.19456 0.32818 -1.421 -0.267 1.225
C 0.52534 -2.52887 0.57520 -1.282 -3.642 -1.792
O 0.65257 -1.63565 1.35714 0.080 1.589 4.305
N -0.08456 -3.65180 0.83751 -1.493 -2.071 1.527
N 0.94247 -2.53321 -0.67235 2.756 0.442 -2.036
H -0.12969 -4.38127 0.14042 -0.048 -0.045 0.513
H -0.54098 -3.79104 1.72766 -0.019 -0.049 -0.207
H 0.74196 -3.31122 -1.28439 0.440 0.234 0.056
H 1.76038 -1.96574 -0.84291 -0.389 -0.573 -0.560
```
Forces are in eV/Å.

The calculation puts the total energy at -1443.7953 Eh. The value obtained for the HOMO energy is -14.29 eV. The largest force on an atom comes out at 17.699 eV/A. The lowest unoccupied orbital energy comes out at -6.93 eV. As for the spin multiplicity: 1. As for the relative energy (zero: lowest compared OMol25 entry of this formula, charge and spin): 382.8 kJ/mol. The HOMO-LUMO gap is 7.3518 eV. As for the net charge: +2.

3.
DFT (the ωB97M-V functional and the def2-TZVPD basis) results for 13 unconnected molecules or ions with the total composition H25O13 at a distorted geometry.

```
38
Properties=species:S:1:pos:R:3:forces:R:3
O -6.36600 1.99200 0.07800 0.777 0.187 -0.087
H -6.50900 1.09400 -0.23300 -0.496 -0.274 0.029
O -6.18300 -1.24100 1.70000 -0.563 -0.495 0.865
H -6.41700 -0.71700 0.94500 -0.911 0.131 -0.728
H -5.25200 -1.10900 1.71000 1.282 0.019 0.427
O -9.24700 -0.34400 -1.88700 -1.386 -2.398 1.400
H -8.76100 0.37300 -2.19000 1.385 2.652 -1.472
H -9.04200 -0.27800 -0.94100 -0.570 -0.105 -0.027
O -4.20600 -0.88000 -0.97900 0.197 -0.498 -1.497
H -3.97200 -0.23500 -1.65300 0.245 -0.073 -0.324
H -4.19700 -0.32500 -0.20200 0.154 0.534 1.327
O -6.98200 2.27400 2.73600 -0.008 -0.106 1.055
H -6.47800 1.51700 3.06900 -0.210 0.175 -0.455
H -6.80200 2.34800 1.79000 -0.153 -0.555 -0.041
O -4.89500 4.07900 1.39600 0.485 -0.322 0.041
H -4.14300 3.55400 1.72000 -0.445 0.425 -0.118
H -5.47300 3.40500 0.99600 0.350 0.247 0.387
O -7.83400 5.12800 1.49700 1.653 0.962 1.743
H -7.56400 4.65700 0.72700 0.034 -0.454 -1.044
H -8.75100 5.20900 1.43400 -2.194 0.032 -0.109
O -4.22400 0.72300 1.07100 2.015 0.218 0.529
H -3.44800 1.29400 0.92200 -0.095 -0.538 0.138
H -4.92600 1.34300 0.87600 -1.683 0.615 -0.298
O -4.29400 3.02200 -1.33900 0.779 -0.573 0.054
H -4.74400 3.34300 -2.10600 -0.281 0.554 -0.830
H -5.01100 2.53500 -0.89200 -0.233 -0.119 0.438
O -6.99400 4.27800 -0.86900 0.386 0.002 -0.048
H -6.29200 4.87600 -0.60400 0.285 0.486 -0.192
H -6.69000 3.43900 -0.42200 -0.113 0.048 -0.761
O -9.02900 2.51200 -0.05100 -2.208 0.072 -0.179
H -8.09900 2.59700 -0.16600 1.092 -0.138 0.332
H -9.42600 3.26100 -0.52100 0.283 -0.344 0.143
O -6.83600 -0.73600 -0.91100 -1.660 0.321 1.626
H -5.92400 -0.66900 -1.10700 1.736 -0.651 -1.091
H -7.45300 -0.89400 -1.62100 0.037 -0.099 -0.702
O -7.43500 1.69100 -2.60500 -1.461 0.101 -0.985
H -7.28000 2.03300 -1.73800 0.021 0.548 1.156
H -6.57700 1.43100 -2.86300 1.473 -0.590 -0.698
```
Forces are in eV/Å.

The calculation puts the total energy at -993.1776 Eh. The value obtained for the HOMO energy is -7.02 eV. The largest force on an atom comes out at 3.335 eV/A. The lowest unoccupied orbital energy comes out at 2.69 eV. As for the spin multiplicity: 1. As for the relative energy (zero: lowest compared OMol25 entry of this formula, charge and spin): 157.9 kJ/mol. The HOMO-LUMO gap is 9.7142 eV. As for the net charge: -1.